*P*
C5H14N2 | the ωB97M-V functional and the def2-TZVPD basis

Molecular weight   102.2 g/mol
SMILES   CC[C@H](C)NCN
Total charge   0
E_HOMO   -8.61 eV
E_LUMO   0.0391 hartree

Cartesian coordinates (Å):
C -1.50745 2.50313 0.86704
C -1.29344 0.96688 0.90368
C 0.08465 0.55261 0.36531
C 0.34799 1.26527 -0.97454
N 0.02343 -0.90812 0.03637
C 1.27755 -1.53431 -0.40090
N 0.95054 -2.98908 -0.56072
H -2.27275 2.82222 1.57632
H -0.51883 2.85632 1.18545
H -1.94393 2.92554 -0.03407
H -1.46798 0.55752 1.89439
H -1.99146 0.62678 0.13589
H 0.84347 0.94547 1.02814
H -0.51229 1.09980 -1.62794
H 0.41241 2.36589 -0.81570
H 1.34322 1.07174 -1.39461
H -0.58947 -0.95566 -0.76676
H 1.45014 -1.13266 -1.40942
H 2.29428 -1.47698 0.01271
H 1.15890 -3.36827 0.35446
H 1.56091 -3.34772 -1.28510

natural (NBO) analysis output, partial charges in e: number 1, C, carries -0.6227; number 2, C, carries -0.3938; number 3, C, carries -0.0554; number 4, C, carries -0.6408; number 5, N, carries -0.6191; number 6, C, carries -0.0727; number 7, N, carries -0.8315; number 8, H, carries 0.2119; number 9, H, carries 0.1993; number 10, H, carries 0.2120; number 11, H, carries 0.2176; number 12, H, carries 0.1897; number 13, H, carries 0.1925; number 14, H, carries 0.1984; number 15, H, carries 0.2102; number 16, H, carries 0.2129; number 17, H, carries 0.3581; number 18, H, carries 0.1429; number 19, H, carries 0.1854; number 20, H, carries 0.3536; number 21, H, carries 0.3517

=====

*Q*
C5H14N2 | the ωB97M-V functional and the def2-TZVPD basis

Molecular weight   102.2 g/mol
SMILES   CCCCNCN
Total charge   0
E_HOMO   -8.47 eV
E_LUMO   0.0413 hartree

Cartesian coordinates (Å):
C 0.09673 -2.86610 1.45842
C -0.09723 -1.65759 0.55441
C 0.60001 -0.37986 1.14025
C 0.97012 0.84492 0.31601
N 0.03879 0.84990 -0.78430
C -0.35254 2.25255 -1.26051
N -1.17150 1.96827 -2.54979
H -0.32580 -2.79974 2.45239
H -0.32492 -3.83411 0.89008
H 1.20587 -2.93751 1.75463
H 0.16007 -1.82134 -0.49005
H -1.25667 -1.52114 0.41780
H 1.52660 -0.73031 1.61058
H 0.21476 -0.00157 2.18252
H 0.87120 1.70111 1.18944
H 1.91109 1.02478 -0.20496
H -0.86236 0.56475 -0.41210
H 0.41721 2.99050 -1.57990
H -1.03925 2.74542 -0.59006
H -0.97590 0.96003 -2.81154
H -1.60626 2.64703 -3.28335

natural (NBO) analysis output, partial charges in e: number 1, C, carries -0.6079; number 2, C, carries -0.4164; number 3, C, carries -0.4370; number 4, C, carries -0.2099; number 5, N, carries -0.6189; number 6, C, carries -0.0388; number 7, N, carries -0.9598; number 8, H, carries 0.2098; number 9, H, carries 0.2154; number 10, H, carries 0.2012; number 11, H, carries 0.2250; number 12, H, carries 0.1902; number 13, H, carries 0.2125; number 14, H, carries 0.2095; number 15, H, carries 0.1483; number 16, H, carries 0.1983; number 17, H, carries 0.3521; number 18, H, carries 0.1795; number 19, H, carries 0.1610; number 20, H, carries 0.3865; number 21, H, carries 0.3993

=====

Name the least stable of them. *Q*.

=====

*P*
C5H14N2 | the ωB97M-V functional and the def2-TZVPD basis

Molecular weight   102.2 g/mol
SMILES   CNCCCCN
Total charge   0
E_HOMO   -9.09 eV
E_LUMO   0.0350 hartree

Cartesian coordinates (Å):
C 0.00550 -3.10367 1.13758
N -0.97738 -1.89860 0.88364
C -0.21033 -0.52666 0.79689
C -0.89882 0.74901 0.23888
C -0.69960 1.16588 -1.17231
C 0.84390 1.49119 -1.51301
N 1.54605 2.17052 -0.30715
H 0.24165 -3.04042 2.22795
H -0.58941 -3.98146 0.87288
H 0.89039 -2.99618 0.40658
H -1.12896 -1.98066 -0.17268
H -0.02270 -0.24814 1.81825
H 0.70672 -0.80713 0.28177
H -1.89793 0.89146 0.75394
H -0.42649 1.62532 0.69410
H -1.32337 0.48696 -1.75851
H -1.30246 2.01595 -1.36252
H 0.80881 2.38799 -2.22544
H 1.31783 0.60295 -1.92862
H 2.18653 2.89201 -0.65741
H 2.31478 1.59343 0.08611

natural (NBO) analysis output, partial charges in e: number 1, C, carries -0.4310; number 2, N, carries -0.6069; number 3, C, carries -0.2325; number 4, C, carries -0.4483; number 5, C, carries -0.4303; number 6, C, carries -0.2268; number 7, N, carries -0.8522; number 8, H, carries 0.2032; number 9, H, carries 0.2059; number 10, H, carries 0.1705; number 11, H, carries 0.3217; number 12, H, carries 0.1905; number 13, H, carries 0.1587; number 14, H, carries 0.2241; number 15, H, carries 0.2414; number 16, H, carries 0.2062; number 17, H, carries 0.2085; number 18, H, carries 0.1982; number 19, H, carries 0.1899; number 20, H, carries 0.3554; number 21, H, carries 0.3538

=====

*Q*
C5H14N2 | the ωB97M-V functional and the def2-TZVPD basis

Molecular weight   102.2 g/mol
Total charge   0
E_HOMO (spin up / spin down)   -7.39 / -7.10 eV
E_LUMO (spin up / spin down)   0.0393 / 0.0361 hartree

Cartesian coordinates (Å):
C -2.77959 0.74782 -0.15006
C 1.83396 1.26301 0.65767
C 2.04010 -0.92768 -0.81823
C -1.32995 0.38681 -0.46140
C 1.51736 -0.15062 0.39367
N -1.15000 -1.54583 0.69662
N -0.74757 -0.25332 0.64858
H -3.59334 0.08429 -0.56597
H -2.80076 0.75407 0.93881
H -3.08012 1.76951 -0.64517
H 1.20543 1.97296 0.06609
H 1.78611 1.52185 1.73513
H 2.93766 1.47770 0.50698
H 2.00683 -2.06079 -0.71934
H 3.07497 -0.76275 -1.10844
H 1.56411 -0.55078 -1.71703
H -1.38348 -0.25510 -1.30858
H -0.87901 1.29581 -0.69036
H 1.56058 -0.76461 1.21285
H -1.04950 -2.05958 -0.11392
H -0.73378 -1.94276 1.44208

natural (NBO) analysis output, partial charges in e: number 1, C, carries -0.6118; number 2, C, carries -0.6739; number 3, C, carries -0.6814; number 4, C, carries -0.2753; number 5, C, carries -0.0445; number 6, N, carries -0.6148; number 7, N, carries -0.2235; number 8, H, carries 0.2065; number 9, H, carries 0.2251; number 10, H, carries 0.2002; number 11, H, carries 0.2156; number 12, H, carries 0.2267; number 13, H, carries 0.2120; number 14, H, carries 0.2144; number 15, H, carries 0.2210; number 16, H, carries 0.2123; number 17, H, carries 0.1540; number 18, H, carries 0.1982; number 19, H, carries 0.1628; number 20, H, carries 0.3248; number 21, H, carries 0.3516

=====

*R*
C5H14N2 | the ωB97M-V functional and the def2-TZVPD basis

Molecular weight   102.2 g/mol
SMILES   CN(C)C.C=NC
Total charge   0
E_HOMO   -8.70 eV
E_LUMO   0.0337 hartree

Cartesian coordinates (Å):
C -0.13407 -1.18481 1.48581
N -0.20035 -0.11302 2.46708
C 1.13667 0.25128 2.90476
C -0.88509 1.03929 1.90528
H 0.35867 -2.05753 1.91258
H 0.39777 -0.88959 0.56880
H -1.14948 -1.48237 1.21957
H 1.07530 1.07924 3.61100
H 1.58672 -0.59772 3.41743
H 1.78538 0.55815 2.06911
H -1.13085 1.75331 2.69019
H -1.80981 0.71903 1.42655
H -0.26803 1.55422 1.14902
C 0.33622 1.08702 -3.29578
N 0.03265 -0.08715 -3.62167
C -0.33307 -1.00781 -2.56718
H 0.62248 1.79457 -4.06901
H 0.33475 1.43378 -2.25432
H -1.32742 -1.40518 -2.77539
H -0.33530 -0.54002 -1.57657
H 0.36004 -1.84847 -2.56881

natural (NBO) analysis output, partial charges in e: number 1, C, carries -0.4151; number 2, N, carries -0.4260; number 3, C, carries -0.4152; number 4, C, carries -0.4149; number 5, H, carries 0.2010; number 6, H, carries 0.1572; number 7, H, carries 0.1985; number 8, H, carries 0.1995; number 9, H, carries 0.2001; number 10, H, carries 0.1595; number 11, H, carries 0.2008; number 12, H, carries 0.1991; number 13, H, carries 0.1570; number 14, C, carries -0.0646; number 15, N, carries -0.3800; number 16, C, carries -0.4437; number 17, H, carries 0.1728; number 18, H, carries 0.1339; number 19, H, carries 0.2076; number 20, H, carries 0.1648; number 21, H, carries 0.2079

=====

Name the least stable of them. *Q*.

=====

*P*
C5H14N2 | the ωB97M-V functional and the def2-TZVPD basis

Molecular weight   102.2 g/mol
SMILES   C[C@H](N)CN(C)C
Total charge   0
E_HOMO   -8.58 eV
E_LUMO   0.0403 hartree

Cartesian coordinates (Å):
C -1.11894 1.60911 -0.93132
C 0.05576 0.66098 -1.16185
N 0.20500 0.25485 -2.55447
C -0.06024 -0.58159 -0.29886
N 0.17909 -0.25671 1.10748
C 1.61227 -0.26525 1.39297
C -0.53000 -1.16351 2.00814
H -1.14287 2.02675 0.07463
H -0.99505 2.41099 -1.66295
H -2.05986 1.08045 -1.08065
H 0.99528 1.12937 -0.86451
H -0.47025 -0.48299 -2.78265
H -0.10729 0.98395 -3.19660
H -1.05573 -1.02129 -0.40430
H 0.62910 -1.36162 -0.65637
H 2.19580 -0.08884 0.49002
H 1.93732 -1.27948 1.69551
H 1.89420 0.45541 2.14774
H -1.53467 -1.26666 1.62201
H -0.02923 -2.13454 2.06362
H -0.59969 -0.70938 2.99240

natural (NBO) analysis output, partial charges in e: number 1, C, carries -0.6198; number 2, C, carries -0.0582; number 3, N, carries -0.8263; number 4, C, carries -0.2196; number 5, N, carries -0.4422; number 6, C, carries -0.4195; number 7, C, carries -0.4039; number 8, H, carries 0.2248; number 9, H, carries 0.2004; number 10, H, carries 0.1970; number 11, H, carries 0.1814; number 12, H, carries 0.3433; number 13, H, carries 0.3520; number 14, H, carries 0.1856; number 15, H, carries 0.1767; number 16, H, carries 0.2009; number 17, H, carries 0.1672; number 18, H, carries 0.2007; number 19, H, carries 0.1962; number 20, H, carries 0.1640; number 21, H, carries 0.1992

=====

*Q*
C5H14N2 | the ωB97M-V functional and the def2-TZVPD basis

Molecular weight   102.2 g/mol
SMILES   CCCNCCN
Total charge   0
E_HOMO   -8.06 eV
E_LUMO   0.0420 hartree

Cartesian coordinates (Å):
C -1.05929 2.94399 1.43737
C -1.02615 2.14798 0.12174
C -0.11208 0.85728 0.49869
N -0.26680 -0.22770 -0.48708
C -0.18277 -1.60754 -0.19399
C 0.89301 -2.45510 -1.04985
N 2.38647 -2.15597 -1.16654
H -0.39721 3.82701 1.39229
H -0.66002 2.30180 2.32581
H -2.10333 3.11606 1.60764
H -2.05829 1.78822 0.06158
H -0.76419 2.50589 -0.86960
H 0.99556 1.13500 0.46089
H -0.38266 0.41521 1.46350
H -1.03851 0.04801 -1.10005
H -1.12921 -2.09613 -0.49535
H 0.09091 -1.80072 0.79789
H 0.47477 -2.30308 -2.04942
H 0.70486 -3.48213 -0.74704
H 2.82923 -2.07102 -0.30568
H 2.80571 -2.88705 -1.70281

natural (NBO) analysis output, partial charges in e: number 1, C, carries -0.6089; number 2, C, carries -0.4195; number 3, C, carries -0.1913; number 4, N, carries -0.6606; number 5, C, carries -0.2016; number 6, C, carries -0.2221; number 7, N, carries -0.8418; number 8, H, carries 0.2132; number 9, H, carries 0.2073; number 10, H, carries 0.2113; number 11, H, carries 0.1870; number 12, H, carries 0.2202; number 13, H, carries 0.1834; number 14, H, carries 0.1674; number 15, H, carries 0.3600; number 16, H, carries 0.1847; number 17, H, carries 0.1763; number 18, H, carries 0.1757; number 19, H, carries 0.1558; number 20, H, carries 0.3472; number 21, H, carries 0.3562

=====

*R*
C5H14N2 | the ωB97M-V functional and the def2-TZVPD basis

Molecular weight   102.2 g/mol
SMILES   CC(C)NCCN
Total charge   0
E_HOMO   -8.96 eV
E_LUMO   0.0401 hartree

Cartesian coordinates (Å):
C -2.06176 -0.36578 -0.72609
C -1.02453 -0.81588 0.34461
C -1.04285 -2.33456 0.44388
N 0.35202 -0.37428 0.12086
C 0.57093 1.02558 0.53683
C 2.06107 1.34421 0.41882
N 2.48105 1.62320 -0.96057
H -1.84033 0.66551 -1.01605
H -3.05781 -0.41502 -0.30563
H -1.87351 -0.97947 -1.60896
H -1.45355 -0.44585 1.28425
H -0.32005 -2.71924 1.15775
H -0.99485 -2.87317 -0.50330
H -2.04089 -2.61681 0.81743
H 0.41834 -0.30127 -0.88987
H 0.24914 1.16875 1.57313
H -0.04732 1.82052 0.08018
H 2.36386 2.11967 1.12705
H 2.58694 0.45043 0.75899
H 1.66412 1.55860 -1.54343
H 3.00997 2.46484 -1.10988

natural (NBO) analysis output, partial charges in e: number 1, C, carries -0.6286; number 2, C, carries -0.0492; number 3, C, carries -0.6065; number 4, N, carries -0.6070; number 5, C, carries -0.2440; number 6, C, carries -0.2259; number 7, N, carries -0.8539; number 8, H, carries 0.2024; number 9, H, carries 0.2166; number 10, H, carries 0.2007; number 11, H, carries 0.1823; number 12, H, carries 0.2199; number 13, H, carries 0.2013; number 14, H, carries 0.1993; number 15, H, carries 0.3409; number 16, H, carries 0.1964; number 17, H, carries 0.1653; number 18, H, carries 0.1825; number 19, H, carries 0.1898; number 20, H, carries 0.3483; number 21, H, carries 0.3692

=====

Name the least stable of them. *Q*.